Density functional theory data (wB97M-V/def2-TZVPD) for C8H15CeClINO2P as an isolated structure.

Properties
E_HOMO (spin up / spin down) ... -0.5795 / -0.5793 hartree
Spin multiplicity ... 2
Gap between HOMO and LUMO (spin up / spin down) ... 6.81 / 6.55 eV
<S²> ... 0.76
Total charge ... +2

Geometry as XYZ:
```
30
Properties=species:S:1:pos:R:3:forces:R:3
C 2.691251 0.404665 -1.394618 1.2 0.4 -1.0
H 3.180485 -0.502952 -1.021344 -0.1 0.1 0.0
H 1.464678 -1.958723 5.245283 0.0 -0.1 0.5
C -2.554633 -0.798911 -1.706151 -0.4 0.0 -0.5
H 0.100303 1.886983 -2.565296 -0.3 0.0 -0.2
C 2.018114 -2.339972 4.395260 0.7 -0.9 1.7
C 1.505699 -1.738782 3.282506 -0.6 1.0 -2.0
I -2.052038 -1.799232 1.682384 0.5 0.8 -0.2
C -2.363818 1.903594 -0.634336 -0.7 0.8 -0.4
P -1.467907 0.571022 -1.356002 0.7 -1.2 1.9
Ce 0.261094 -0.441873 0.440162 -0.1 -6.8 -3.2
H -2.904909 1.588057 0.267230 0.0 0.0 -0.4
H -0.016831 0.222581 -3.218506 -0.3 0.1 0.0
C 1.914251 1.076533 -0.392405 0.1 2.9 1.4
N 1.112742 -1.232075 2.331129 0.9 -0.3 1.7
H -3.324445 -0.861726 -0.927971 0.1 0.1 -0.4
O 1.876600 2.112689 0.209086 0.1 -2.0 -1.2
Cl 0.850158 -2.273404 -1.136365 0.0 -0.1 -0.3
C -0.353632 1.242889 1.735895 -2.6 5.5 4.6
H 3.066784 -2.072007 4.449317 0.3 -0.1 0.3
O -0.665656 2.058181 2.447913 0.5 -0.9 -0.9
H -1.386396 1.372618 -3.451466 0.4 0.3 -0.7
H -2.970667 -0.523200 -2.677014 -0.4 -0.5 -0.1
H -2.034900 -1.766637 -1.760127 -0.1 0.4 -0.1
H 2.085363 0.135575 -2.266967 0.1 0.0 0.2
H 1.884723 -3.409078 4.280219 0.1 -0.4 0.3
C -0.582125 1.058295 -2.786910 0.1 0.4 -0.9
H 3.420046 1.169149 -1.647506 0.6 -0.1 -0.5
H -1.700204 2.741504 -0.386737 -0.2 -0.1 -0.2
H -3.054129 2.174233 -1.436666 -0.4 0.6 0.4
```
Positions in Å, forces in eV/Å.

Atom charges from the Mulliken analysis, given in e for atoms 1 to 5: number 1, C, carries -1.126; number 2, H, carries 0.424; number 3, H, carries 0.332; number 4, C, carries -1.267; number 5, H, carries 0.373


Density functional theory data (wB97M-V/def2-TZVPD) for a 2-piece molecular cluster, C5H10O overall.

Properties
Relative energy (zero: lowest compared OMol25 entry of this formula, charge and spin) ... 42.0 kcal/mol
E_HOMO ... -0.3333 hartree
Gap between HOMO and LUMO ... 9.85 eV
SMILES ... C=CC(=C)C.O

Geometry as XYZ:
```
16
Properties=species:S:1:pos:R:3:forces:R:3
H -0.241691 0.044405 -1.561766 0.2 -0.3 0.1
O 1.592268 -1.889353 -0.763130 -0.3 -0.1 0.2
H 0.369752 -0.785631 2.218719 -0.5 0.5 0.6
C 0.459297 0.022831 1.504136 1.1 -0.1 0.0
H -2.584394 0.286224 0.562363 -0.2 -0.2 -0.7
H -0.154375 2.763323 -0.284940 0.2 0.3 -0.4
H 1.896223 -1.930946 0.155818 0.1 0.1 -0.6
C -0.179962 0.767592 -0.755935 -0.6 0.7 -0.6
H -1.989232 -0.768447 1.725226 0.3 -0.2 0.2
H -1.936241 -1.351684 0.091012 0.0 0.2 -0.5
H 0.075307 2.371623 -2.111745 0.0 0.1 -0.1
H 2.342866 -1.941600 -1.358904 0.2 0.0 0.3
H 1.458742 0.457076 1.436821 -0.3 0.0 -0.2
C -1.802641 -0.461506 0.699060 -0.3 0.4 0.9
C -0.058685 2.042702 -1.094597 -0.1 0.0 1.0
C -0.463253 0.218761 0.576827 -0.1 -1.3 -0.3
```
Positions in Å, forces in eV/Å.

Atom charges from the Mulliken analysis, given in e for atoms 1 to 5: number 1, H, carries 0.250; number 2, O, carries -0.609; number 3, H, carries 0.363; number 4, C, carries -1.059; number 5, H, carries 0.317


Density functional theory data (wB97M-V/def2-TZVPD) for a 2-piece molecular cluster, C4H5Cl3O overall.

Properties
Relative energy (zero: lowest compared OMol25 entry of this formula, charge and spin) ... 140.4 kcal/mol
E_HOMO (spin up / spin down) ... -0.2863 / -0.2391 hartree
Gap between HOMO and LUMO (spin up / spin down) ... 5.73 / 3.09 eV

Geometry as XYZ:
```
13
Properties=species:S:1:pos:R:3:forces:R:3
C 2.364572 0.246889 -0.212492 0.8 0.1 -0.4
Cl 2.118692 -1.231663 -0.952286 1.3 0.8 0.1
H -2.682469 0.306929 -0.133722 1.2 0.1 -0.7
C -1.726070 0.144435 -0.721786 -3.1 -3.0 -1.6
H 0.060388 -0.626621 2.010015 -0.1 0.5 0.3
Cl 2.406424 1.670340 -1.191614 -0.3 -0.7 0.5
O -0.164265 -1.629276 -0.252946 -0.4 -1.7 -0.7
H -1.272264 1.026877 -0.990318 0.7 2.4 -0.7
Cl 3.256017 0.346122 1.254575 -0.7 -0.2 -0.6
H -2.036830 -0.419916 -1.699021 0.7 0.9 1.8
C -0.537382 -0.047715 1.312581 1.9 -1.4 1.6
H -1.036951 0.826028 1.468511 -1.0 2.3 1.3
C -0.749859 -0.612431 0.108498 -0.9 -0.1 -0.8
```
Positions in Å, forces in eV/Å.

Atom charges from the Mulliken analysis, given in e for atoms 1 to 5: number 1, C, carries 0.374; number 2, Cl, carries 0.041; number 3, H, carries 0.334; number 4, C, carries -1.136; number 5, H, carries 0.336


Density functional theory data (wB97M-V/def2-TZVPD) for one molecule with the formula C2H3P.

Properties
Relative energy (zero: lowest compared OMol25 entry of this formula, charge and spin) ... 55.1 kcal/mol
E_HOMO (spin up / spin down) ... -0.3183 / -0.3032 hartree
Gap between HOMO and LUMO (spin up / spin down) ... 7.37 / 7.40 eV

Geometry as XYZ:
```
6
Properties=species:S:1:pos:R:3:forces:R:3
C -0.261830 -0.327007 -0.580980 2.1 -0.4 -1.4
C -1.253919 0.322477 -0.064861 -0.2 -0.5 -1.5
H -1.383900 0.487645 0.939713 -0.7 0.8 2.3
H -0.105618 -0.723725 -1.627540 -0.9 0.4 1.0
P 1.463076 -0.136485 -0.006951 0.6 -0.2 0.0
H 1.542192 0.377097 1.340618 -0.9 -0.1 -0.4
```
Positions in Å, forces in eV/Å.

Atom charges from the Mulliken analysis, given in e for atoms 1 to 5: number 1, C, carries -0.237; number 2, C, carries -0.323; number 3, H, carries 0.296; number 4, H, carries 0.255; number 5, P, carries -0.015


These records have maximum force values of 7.622; 1.309; 4.633; 2.539 eV/Å, in the order they appear.